[1]
Density functional theory data (ωB97M-V/def2-TZVPD) for an isolated ion of composition C7H7N4OS and charge +1 at a distorted geometry.

Summary:
charge	+1
gap between HOMO and LUMO	7.4	eV
LUMO energy	-4.72	eV
molecular weight	195.23	g mol⁻¹

Positions of all 20 atoms, in Å:
1 O 3.370 -2.697 -0.126
2 N 2.548 -1.617 -0.224
3 N 1.172 -1.801 0.010
4 C 0.624 -0.399 -0.160
5 C -0.949 0.023 0.024
6 C -1.765 0.053 1.472
7 C -3.312 0.501 1.696
8 N -4.153 0.895 0.530
9 C -3.485 0.848 -0.802
10 C -1.959 0.478 -1.231
11 N 1.652 0.662 -0.486
12 C 2.928 -0.154 -0.518
13 S 4.622 0.582 -0.837
14 H 3.401 -2.876 0.873
15 H -1.159 -0.286 2.437
16 H -3.740 0.500 2.808
17 H -4.193 1.132 -1.723
18 H -1.566 0.492 -2.355
19 H 1.464 1.682 -0.608
20 H 4.501 1.983 -0.780

[2]
Density functional theory data (ωB97M-V/def2-TZVPD) for a 2-piece molecular cluster, C7H7N7O overall at a distorted geometry.

Summary:
charge	0
gap between HOMO and LUMO (spin up / spin down)	7.5 / 7.5	eV
LUMO energy (spin up / spin down)	0.52 / 0.52	eV
molecular weight	205.18	g mol⁻¹

Positions of all 22 atoms, in Å:
1 C 3.256 1.377 0.698
2 C -2.454 -2.353 0.829
3 C 2.592 1.497 -0.570
4 C -2.929 -1.197 0.245
5 C 0.136 -0.420 -2.224
6 C 0.511 0.406 -1.330
7 C -1.177 1.836 0.491
8 N 2.618 0.511 1.455
9 N -1.280 -2.089 1.421
10 N 1.665 -0.122 0.706
11 N -1.055 -0.859 1.340
12 N 1.585 0.561 -0.539
13 N -2.044 -0.261 0.692
14 N -1.976 0.991 0.197
15 O -0.547 2.789 0.803
16 H 4.192 1.721 1.065
17 H -2.839 -3.369 0.662
18 H 2.610 2.190 -1.408
19 H -3.777 -0.927 -0.427
20 H 0.683 -1.333 -2.435
21 H -0.680 -0.322 -2.841
22 H 0.909 -0.628 1.169

[3]
Density functional theory data (ωB97M-V/def2-TZVPD) for one molecule with the formula C7H7NO2 at a distorted geometry.

Summary:
charge	0
gap between HOMO and LUMO	8.7	eV
LUMO energy	0.92	eV
structure (SMILES)	O[C@]12C=CC=CN1C=CO2
molecular weight	137.14	g mol⁻¹

Positions of all 17 atoms, in Å:
1 O 0.600 -1.294 -1.417
2 C 0.431 -0.679 -0.063
3 C -0.698 -1.358 0.612
4 C -1.895 -0.853 0.418
5 C -2.099 0.458 -0.077
6 C -1.034 1.236 -0.365
7 N 0.214 0.726 -0.342
8 C 1.434 1.339 0.009
9 C 2.245 0.420 0.517
10 O 1.722 -0.799 0.605
11 H 1.587 -1.523 -1.392
12 H -0.598 -2.398 0.933
13 H -2.753 -1.292 0.865
14 H -3.167 0.897 -0.213
15 H -0.930 2.229 -0.748
16 H 1.780 2.387 -0.310
17 H 3.159 0.504 0.970